Record 1
A 2-piece molecular cluster, C6H19NO3Si2 overall at a distorted geometry, computed with ωB97M-V with the def2-TZVPD basis set.

Summary:
LUMO energy	0.290	eV
total charge	0
multiplicity	1
relative energy (zero: lowest compared OMol25 entry of this formula, charge and spin)	305.2	kJ/mol
HOMO	-0.2871	hartree

Structure (XYZ):
```
31
C6H19NO3Si2 | the Open Molecules 2025 dataset | ωB97M-V with the def2-TZVPD basis set
C -2.81537 1.60458 -1.12110
C 2.79407 1.72850 0.42291
C 1.12517 0.70360 1.92627
C 0.00913 -0.60777 -2.74073
C -3.37127 0.69706 -0.04172
C 1.67083 0.71668 0.50828
N -0.82246 -2.35485 0.52180
O -1.11155 -0.88627 -1.93633
O -2.69277 -0.51212 0.18866
O 0.71834 0.85291 -0.49369
Si 0.38002 -3.59774 0.18087
Si -1.31582 -0.94207 -0.35736
H -2.87996 1.34836 -2.25129
H -3.20693 2.56551 -0.82122
H -1.68659 1.69905 -0.94573
H 3.59893 1.49053 -0.36662
H 2.48958 2.77560 0.18825
H 3.15737 1.70423 1.42754
H 1.30812 1.75078 2.37048
H 1.86257 0.00266 2.44420
H 0.16559 0.33138 2.02492
H -0.27705 -0.50101 -3.75708
H 0.64180 -1.45065 -2.58894
H 0.52849 0.26914 -2.38097
H -4.45782 0.37417 -0.31952
H -3.57493 1.28127 0.85367
H 2.12843 -0.26642 0.37922
H -1.22708 -2.39658 1.38926
H 0.55769 -3.38010 -1.30393
H 1.66406 -3.33776 0.94159
H -0.27943 -4.87812 0.49124
```

Mulliken atomic charge list, values in e, 5 entries: -0.845 -1.438 -1.361 -0.513 -0.244

***

Record 2
A 4-piece molecular cluster, C6H19NO4 overall, computed with ωB97M-V with the def2-TZVPD basis set.

Summary:
LUMO energy	0.106	eV
SMILES	CC(=O)NCC(C)C.O.O.O
total charge	0
multiplicity	1
relative energy (zero: lowest compared OMol25 entry of this formula, charge and spin)	0.0	kJ/mol
HOMO	-0.3374	hartree

Structure (XYZ):
```
30
C6H19NO4 | the Open Molecules 2025 dataset | ωB97M-V with the def2-TZVPD basis set
C 0.38699 -3.13732 -1.01025
C 0.97605 -2.25053 0.05778
O 2.06338 -2.46183 0.56189
N 0.21403 -1.16502 0.37098
C 0.76075 -0.07455 1.15718
C 1.22855 1.12475 0.30478
C 2.62979 1.57459 0.71221
C 0.23840 2.28674 0.41015
H 0.88639 -4.10433 -0.98247
H 0.54934 -2.68849 -1.98923
H -0.68407 -3.29223 -0.88315
H -0.57644 -0.93581 -0.21239
H -0.00407 0.25300 1.86831
H 1.58403 -0.47558 1.73756
H 1.23855 0.80449 -0.73620
H 2.62987 1.89580 1.75903
H 2.96272 2.40893 0.08752
H 3.35061 0.76424 0.58360
H 0.54942 3.12712 -0.21108
H 0.18003 2.64491 1.44267
H -0.75818 1.98885 0.07686
O -0.58665 0.29979 -2.94029
H -0.69983 1.24929 -3.03105
H -1.23473 0.03533 -2.26611
O -3.33887 0.45382 1.52118
H -3.14373 1.36465 1.76974
H -2.88859 -0.07925 2.18742
O -2.49598 -0.48142 -0.95099
H -2.81137 -0.10153 -0.10052
H -3.20636 -1.02840 -1.29510
```

Mulliken atomic charge list, values in e, 5 entries: -1.112 0.822 -0.653 -0.009 -1.139

***

Record 3
A 4-piece molecular cluster, C6H19NO4 overall at a distorted geometry, computed with ωB97M-V with the def2-TZVPD basis set.

Summary:
LUMO energy	0.330	eV
SMILES	CCCNCCC=O.O.O.O
total charge	0
multiplicity	1
relative energy (zero: lowest compared OMol25 entry of this formula, charge and spin)	371.1	kJ/mol
HOMO	-0.3409	hartree

Structure (XYZ):
```
30
C6H19NO4 | the Open Molecules 2025 dataset | ωB97M-V with the def2-TZVPD basis set
C 0.06413 -1.99891 1.91590
C -0.04533 -1.57412 0.39103
C 0.71495 -0.33410 -0.01427
N 0.34677 0.86855 0.72308
C -0.98431 1.38341 0.43388
C -2.04671 0.75902 1.35298
C -2.93474 -0.37452 0.96002
O -3.91297 -0.78778 1.58136
H 0.94343 -1.79877 2.48227
H -0.77446 -1.45782 2.46337
H -0.07521 -3.05395 2.04457
H -1.09209 -1.55982 0.02038
H 0.65812 -2.26363 -0.12417
H 1.79233 -0.38214 0.17101
H 0.56842 -0.15452 -1.07907
H 0.46356 0.71827 1.68529
H -0.96398 2.45776 0.61096
H -1.27797 1.20695 -0.71444
H -1.66611 0.74521 2.42949
H -2.80027 1.61428 1.63130
H -2.72003 -0.71395 -0.06229
O 0.89780 0.82839 -2.92183
H 1.28536 1.52764 -3.19528
H 0.04914 0.68163 -3.41625
O 3.15121 -1.65674 -2.11667
H 2.36380 -1.38661 -1.54176
H 3.13807 -1.06251 -2.89812
O 1.63122 2.96379 -1.23566
H 0.87225 2.49999 -0.68672
H 2.35365 2.30500 -0.89035
```

Mulliken atomic charge list, values in e, 5 entries: -1.253 -0.103 -0.667 -0.288 -0.529

***

Record 4
A 5-piece molecular cluster, C6H19NO4 overall at a distorted geometry, computed with ωB97M-V with the def2-TZVPD basis set.

Summary:
LUMO energy (spin up / spin down)	-4.421 / -8.597	eV
⟨S²⟩	0.762
total charge	+1
multiplicity	2
relative energy (zero: lowest compared OMol25 entry of this formula, charge and spin)	370.4	kJ/mol
HOMO (spin up / spin down)	-0.4979 / -0.4900	hartree

Structure (XYZ):
```
30
C6H19NO4 | the Open Molecules 2025 dataset | ωB97M-V with the def2-TZVPD basis set
C 0.32494 0.50577 -2.83789
N 0.11971 -0.91285 -2.55096
C 1.30510 -1.44613 -1.74573
C 0.06142 -0.75536 3.00907
C 0.65051 -1.65359 2.13694
C 1.25964 -1.43482 0.80762
C 0.74521 -1.80739 -0.42129
H -0.63074 1.00908 -2.86337
H 0.83506 0.82050 -3.70626
H 0.68651 1.02678 -1.98656
H -0.04811 -1.46932 -3.42483
H 2.07059 -0.74436 -1.72229
H 1.76450 -2.35197 -2.16508
H -0.07166 0.27782 2.94426
H -0.52081 -0.99294 3.93775
H 0.74650 -2.65570 2.67415
H 2.19023 -0.93715 0.88701
H -0.14229 -2.51834 -0.42031
H -1.38819 -0.54117 -1.15244
H -2.62908 -1.35599 -0.84588
O -2.39247 -0.41685 -1.12012
H -3.13087 1.90831 1.97747
H -2.40966 0.79641 1.41563
O -2.21610 1.73701 1.60118
H -1.42915 3.80441 -0.84386
H -1.26979 2.47845 -0.13649
O -0.68187 3.17933 -0.55118
H 2.79973 1.85657 2.20973
H 1.22364 1.37798 2.30691
O 2.17750 1.21550 2.58681
```

Mulliken atomic charge list, values in e, 5 entries: -1.105 -0.288 -0.769 -0.677 -0.203

***

Record 5
C6H20CdNO15P4 as an isolated structure at a distorted geometry, computed with ωB97M-V with the def2-TZVPD basis set.

Summary:
LUMO energy	2.703	eV
total charge	-1
multiplicity	1
HOMO	-0.2608	hartree

Structure (XYZ):
```
47
C6H20CdNO15P4 | the Open Molecules 2025 dataset | ωB97M-V with the def2-TZVPD basis set
Cd 0.10818 0.21435 -0.75854
N -2.23127 -0.46278 1.87435
C -1.50733 -1.80745 1.89851
C -2.26496 -2.68647 2.96165
P 0.30784 -1.51078 2.28848
O 0.88866 -3.02292 2.23896
O 0.31404 -1.09006 3.71171
O 0.74373 -0.74374 1.04531
P -1.61301 -2.61080 0.24911
O -3.12096 -3.11781 0.32361
O -0.69229 -3.79140 0.19500
O -1.57912 -1.58700 -0.84665
H -1.74115 0.21173 2.40910
H -3.15100 -0.55615 2.28693
H -2.38063 0.01175 0.93918
H -2.22860 -2.12258 3.91937
H -1.64367 -3.57197 3.14695
H -3.24721 -3.06337 2.65908
H 0.68849 -3.40049 1.32643
H -3.38790 -3.57702 -0.51240
C 2.78373 2.26085 0.33407
O 2.63568 0.98518 -0.35127
C 3.07519 1.13484 -1.64152
C 2.91258 -0.21976 -2.41401
O 1.55215 -0.68082 -2.44819
C 1.38165 -2.07254 -2.71287
H 2.43199 2.24569 1.32634
H 2.44935 3.11558 -0.24533
H 3.91803 2.45293 0.48842
H 4.12867 1.37052 -1.72858
H 2.61444 1.98504 -2.19098
H 3.50202 -0.95169 -1.85609
H 3.24333 -0.04839 -3.39068
H 1.41048 -2.22446 -3.80150
H 0.41874 -2.42600 -2.29424
H 2.11705 -2.69343 -2.17226
O -1.43132 3.84430 -2.01124
P 0.02394 3.45721 -1.36767
O 0.99214 4.57361 -1.53328
O 0.28488 2.06081 -1.97028
O -0.32222 3.27829 0.23656
P -1.70435 2.54877 0.76967
O -2.74631 3.68375 0.34219
O -1.77023 2.27057 2.22521
O -1.82188 1.36942 -0.16596
H -1.86952 2.98181 -2.23672
H -2.47207 3.98292 -0.54592
```

Mulliken atomic charge list, values in e, 5 entries: 2.757 0.001 0.481 -1.791 0.115

***

Record 6
A 5-piece molecular cluster, C6H20IN6O4 overall at a distorted geometry, computed with ωB97M-V with the def2-TZVPD basis set.

Summary:
LUMO energy	2.918	eV
total charge	-1
multiplicity	1
relative energy (zero: lowest compared OMol25 entry of this formula, charge and spin)	0.0	kJ/mol
HOMO	-0.2198	hartree

Structure (XYZ):
```
37
C6H20IN6O4 | the Open Molecules 2025 dataset | ωB97M-V with the def2-TZVPD basis set
I -0.77936 -0.75993 0.64501
C -3.48148 4.07187 -0.92097
C -2.35769 3.24048 -0.36931
C -1.25379 4.14435 0.23055
O -2.91901 2.46461 0.67268
H -4.35777 3.51639 -1.26763
H -3.21392 4.77455 -1.71270
H -3.96750 4.68604 -0.15291
H -1.94208 2.56500 -1.12301
H -1.75384 4.82852 0.92062
H -0.86668 4.78468 -0.56494
H -0.52959 3.55161 0.77982
H -2.40265 1.67713 0.88149
C 0.65210 -4.71551 -0.87552
O 0.65842 -5.86108 -1.36346
N -0.36651 -4.19036 -0.13615
N 1.70142 -3.89742 -1.05450
H -1.29745 -4.55212 -0.23399
H -0.29926 -3.19716 0.06739
H 1.64436 -3.04242 -0.52210
H 2.57449 -4.25526 -1.38735
C 1.48024 1.80364 -2.20827
O 1.94272 2.72032 -2.87401
N 1.14498 1.88755 -0.88911
N 1.23652 0.57210 -2.74885
H 0.57759 1.14222 -0.50467
H 1.34081 2.74731 -0.41575
H 0.78638 -0.16936 -2.24034
H 1.41482 0.51824 -3.73429
C 2.16041 -2.87968 3.20202
O 2.90887 -3.43298 4.01044
N 1.13334 -3.50794 2.59337
N 2.33906 -1.59587 2.78921
H 1.18403 -4.50943 2.64899
H 0.36382 -3.00348 2.18494
H 1.53992 -1.10961 2.40412
H 3.00429 -1.01698 3.26921
```

Mulliken atomic charge list, values in e, 5 entries: -0.514 -1.500 0.825 -1.238 -0.568

***

Let's list E_tot in order: -29917.58337 -16211.42864 -16207.58208 -16198.15976 -80485.30810 -31784.74546 eV.